{"formula": "C3H7N2O", "method": "wB97M-V/def2-TZVPD", "species": ["C", "C", "N", "C", "N", "H", "H", "H", "H", "H", "H", "H", "O"], "xyz": [[0.71220, 1.12479, -0.81728], [0.01213, 0.62180, -1.84088], [-0.34508, -0.68014, -1.48493], [0.33757, -1.05033, -0.38289], [0.99565, 0.03339, 0.01581], [1.25061, 2.03876, -0.69894], [-0.29319, 1.06456, -2.77581], [-0.85527, -1.15651, -2.22682], [0.11101, -1.91670, 0.21348], [1.69119, 0.02039, 0.74830], [-0.60229, -0.04611, 3.59896], [-1.88407, 0.27303, 2.81584], [-1.13047, -0.32692, 2.83516]], "total_charge": 1, "fmax_ev_per_a": 2.10}

---

{"formula": "C3H9OP", "method": "wB97M-V/def2-TZVPD", "species": ["C", "C", "C", "O", "P", "H", "H", "H", "H", "H", "H", "H", "H", "H"], "xyz": [[0.61868, -0.30097, -1.37484], [0.89278, 0.25810, 1.18914], [0.02991, 0.08723, -0.04189], [-0.97360, -1.53362, 0.42170], [-1.72665, 0.73875, -0.25796], [-0.13363, -0.22238, -2.17219], [1.05191, -1.32901, -1.42768], [1.33395, 0.50598, -1.50872], [1.19561, 1.23717, 1.43210], [1.79348, -0.30394, 1.18415], [0.37664, -0.00324, 2.11530], [-0.93387, -2.11067, -0.32766], [-1.81635, 2.09909, -0.29750], [-1.70885, 0.87752, 1.06606]], "fmax_ev_per_a": 3.84}

---

{"formula": "C3H41O18", "method": "wB97M-V/def2-TZVPD", "species": ["C", "C", "C", "O", "H", "H", "H", "H", "H", "H", "H", "O", "H", "H", "O", "H", "H", "O", "H", "H", "O", "H", "H", "O", "H", "H", "O", "H", "H", "O", "H", "H", "O", "H", "H", "O", "H", "H", "O", "H", "H", "O", "H", "H", "O", "H", "H", "O", "H", "H", "O", "H", "H", "O", "H", "H", "O", "H", "H", "O", "H", "H"], "xyz": [[-20.54823, -14.77400, -7.79461], [-19.34376, -15.24331, -8.67545], [-19.10754, -14.18499, -9.79041], [-18.14443, -15.31516, -7.89419], [-20.71031, -15.60628, -7.02338], [-21.45410, -14.70963, -8.34528], [-20.24311, -13.84498, -7.33000], [-19.62905, -16.17373, -9.14954], [-18.98716, -13.09991, -9.51050], [-19.91839, -14.18104, -10.50764], [-18.21969, -14.53508, -10.34453], [-16.72688, -15.86716, -12.35268], [-16.81502, -15.64144, -13.27849], [-16.02255, -16.46805, -12.50793], [-15.29935, -14.87035, -10.13561], [-14.50043, -14.90587, -10.60758], [-15.87532, -15.32205, -10.76593], [-18.43086, -17.88905, -7.08118], [-18.21856, -18.22916, -7.93994], [-18.46589, -16.93821, -7.32542], [-22.64858, -11.63632, -6.81659], [-22.43204, -11.68601, -7.73762], [-22.48200, -12.48444, -6.49738], [-18.86699, -15.05539, -5.16918], [-18.81331, -15.07235, -6.10945], [-17.99963, -14.78827, -4.94146], [-18.58027, -10.68581, -8.42817], [-18.29717, -10.23541, -7.61022], [-18.24034, -11.58565, -8.39391], [-17.99042, -10.75091, -11.37356], [-17.33640, -10.49904, -11.98656], [-17.61273, -11.31492, -10.69733], [-17.50860, -12.94817, -7.07412], [-18.18828, -12.70703, -6.41266], [-17.76290, -13.83393, -7.36880], [-21.63797, -13.32332, -4.59840], [-20.80086, -12.99312, -4.87744], [-21.66799, -14.21345, -4.81954], [-21.51682, -11.36961, -9.16238], [-20.56275, -11.36894, -9.01885], [-21.60438, -11.84056, -9.99886], [-20.71725, -11.75004, -11.79015], [-19.86112, -11.47062, -11.53266], [-20.64999, -11.68186, -12.72055], [-18.40237, -13.40997, -12.93824], [-18.16787, -14.10442, -12.34375], [-19.29119, -13.19540, -12.74896], [-17.43676, -17.28852, -9.77638], [-17.71651, -16.63507, -9.10174], [-17.81984, -17.06850, -10.61554], [-19.33784, -11.81260, -5.45503], [-19.82454, -11.09936, -5.92093], [-19.15854, -11.44751, -4.57095], [-16.17614, -12.16350, -9.97478], [-15.63227, -12.86170, -9.69475], [-15.86937, -11.35349, -9.55135], [-15.44267, -15.05555, -7.42479], [-15.32783, -15.22627, -8.34253], [-16.33427, -15.20358, -7.32819], [-20.96044, -16.19258, -3.97987], [-20.95394, -17.07045, -4.27665], [-20.19530, -15.92771, -4.45774]], "total_charge": -1, "fmax_ev_per_a": 3.70}

---

Energy relative to the best compared isomer or geometry (same formula, charge and spin) readings, ordered: 12.10 83.02 58.18 kcal/mol
Energy readings, ordered: -8245.614 -14589.988 -40634.147 eV